No. 1
CH4NP | ωB97M-V/def2-TZVPD

## Properties
* energy relative to the best compared isomer or geometry (same formula, charge and spin): 16.1 kcal per mole
* LUMO level: 1.1219 eV
* 2S+1: 1
* E_HOMO: -9.4 eV
* structure (SMILES): [H]/N=C/P
* largest force on an atom: 3.5 eV/Å
* frontier orbital gap: 10.5 eV

Each line ends with the natural charge from an NBO analysis.
Atoms and positions in Å:
H1 1.562 -1.066 0.880  -0.011
H2 1.209 0.972 0.640  -0.021
P1 1.446 -0.064 -0.119  0.277
N1 -1.107 0.614 0.229  -0.630
H3 -0.628 -0.920 -1.303  0.152
H4 -2.112 0.677 0.020  0.354
C1 -0.370 -0.213 -0.346  -0.121

=====

No. 2
C27H50AlP2 | ωB97M-V/def2-TZVPD

## Properties
* net charge: +1
* LUMO level (alpha / beta): -5.4990 / -5.5349 eV
* 2S+1: 1
* E_HOMO (alpha / beta): -9.8 / -9.8 eV
* largest force on an atom: 4.5 eV/Å
* frontier orbital gap (alpha / beta): 4.3 / 4.3 eV

Each line ends with the Mulliken charge.
Atoms and positions in Å:
H1 -1.721 -4.119 1.108  0.382
H2 2.007 -0.146 4.615  0.367
C1 -0.096 -0.887 -4.077  -0.937
Al1 -0.259 1.046 -0.969  -0.343
C2 -1.834 -3.389 1.914  -1.211
H3 -2.846 3.778 0.379  0.329
C3 1.532 0.361 -0.025  1.593
C4 -2.081 0.281 -2.846  -0.390
H4 -4.687 -0.678 -0.404  0.457
H5 -1.694 3.520 3.847  0.405
H6 2.410 0.427 2.957  0.041
C5 1.064 -4.297 0.978  -1.872
H7 3.493 -2.839 1.366  0.375
H8 0.076 1.448 1.384  -0.657
H9 -1.679 -2.482 -2.220  0.429
C6 -1.220 1.554 -2.527  -0.038
C7 0.724 -3.063 1.728  0.655
H10 -2.138 -1.607 -3.889  0.537
H11 -0.520 3.243 -3.649  0.435
H12 -1.267 0.415 3.565  -0.039
C8 -0.444 -1.441 2.867  0.192
H13 1.182 -5.147 1.669  0.365
H14 1.523 -0.750 -0.076  -0.448
H15 -3.088 4.227 2.081  0.448
H16 -1.928 -0.183 -4.893  0.521
C9 4.105 -0.491 -0.386  -1.095
C10 1.555 0.653 -2.952  -0.415
H17 0.988 -1.298 -2.218  0.620
H18 -2.328 -0.531 2.471  0.158
C11 -1.590 -0.594 3.289  -1.366
C12 0.716 -0.452 -2.866  -0.333
H19 -0.573 2.156 3.720  0.179
C13 -2.208 -2.220 -1.301  -0.802
H20 -3.259 -2.565 -1.296  0.453
C14 -2.348 3.908 1.338  -1.747
H21 3.418 -2.945 3.124  0.376
H22 -1.891 2.360 -2.192  0.891
H23 1.652 2.072 -4.555  0.496
H24 3.054 2.224 -1.248  0.337
C15 -0.524 2.192 0.825  -0.396
H25 3.693 -1.379 2.352  0.392
C16 1.585 0.055 3.604  0.027
C17 1.667 -2.143 2.266  0.605
P1 -2.430 -0.436 -1.130  1.263
H26 1.860 0.722 -1.043  -1.540
C18 3.134 -2.320 2.261  -1.557
C19 -0.984 3.015 3.173  -1.538
H27 2.010 -4.217 0.423  0.393
H28 -1.612 4.707 1.231  0.364
H29 -1.614 -2.587 -0.452  -0.387
H30 -2.642 -2.683 1.663  0.350
C20 -0.348 2.151 -3.648  -1.491
H31 -4.629 0.458 -1.801  0.431
H32 1.672 2.803 -2.976  0.260
H33 -2.171 -3.956 2.798  0.344
H34 4.659 2.372 -0.494  0.417
P2 3.217 0.718 0.728  -0.048
C21 3.579 2.241 -0.283  -1.130
H35 -0.676 1.806 -4.637  0.274
H36 3.244 3.137 0.264  0.330
H37 0.256 -0.406 -5.013  0.337
H38 -2.139 -0.979 4.148  0.532
H39 0.146 3.070 0.704  0.292
C22 0.951 -1.117 2.949  0.997
H40 0.112 -1.972 -4.226  0.317
C23 1.199 1.966 -3.546  -0.455
C24 -0.569 -2.653 2.143  0.508
H41 -3.101 0.543 -3.145  0.685
C25 -4.147 0.163 -0.853  -1.317
H42 3.455 -1.338 -0.668  0.198
H43 -4.156 1.043 -0.194  0.254
H44 0.863 0.877 3.710  -0.315
H45 -2.323 1.841 1.961  -0.266
C26 -1.612 -0.641 -3.956  -1.428
H46 0.293 -4.587 0.249  0.395
C27 -1.616 2.663 1.804  1.813
H47 -0.145 3.702 2.992  0.363
H48 2.639 0.572 -2.760  0.561
H49 4.979 -0.965 0.084  0.474
H50 4.425 0.014 -1.316  0.350

=====

Question: What is the formula in the first record?
Answer: CH4NP

=====

Question: What is the formula in the first record?
Answer: CH4NP